1.
{
  "formula": "C34H53BCl3F3GeN4O6PSV",
  "method": "wB97M-V/def2-TZVPD",
  "multiplicity": 3,
  "s2": 2.04,
  "elements": ["V", "C", "O", "C", "C", "O", "C", "C", "O", "C", "H", "H", "H", "H", "H", "H", "H", "H", "H", "H", "H", "H", "H", "H", "F", "C", "F", "F", "C", "C", "C", "C", "N", "C", "S", "H", "H", "H", "C", "C", "C", "C", "C", "C", "C", "C", "O", "B", "O", "C", "C", "H", "H", "H", "H", "H", "H", "H", "H", "H", "H", "H", "H", "Cl", "Ge", "Cl", "Cl", "O", "P", "N", "C", "C", "C", "C", "N", "C", "C", "C", "C", "N", "C", "C", "C", "C", "H", "H", "H", "H", "H", "H", "H", "H", "H", "H", "H", "H", "H", "H", "H", "H", "H", "H", "H", "H", "H", "H", "H", "H"],
  "coordinates": [[0.11806, -0.19908, -0.29710], [3.48446, 0.95643, -1.19341], [2.24715, 1.27519, -0.57162], [2.33444, 2.33882, 0.34776], [0.91436, 2.71982, 0.65253], [0.19498, 1.60317, 1.19661], [0.27437, 1.58093, 2.63107], [-0.77471, 0.69655, 3.22923], [-0.47952, -0.63915, 2.91201], [-0.86422, -1.55421, 3.92967], [3.85206, 1.82379, -1.75082], [4.22046, 0.64561, -0.45020], [3.29346, 0.13842, -1.88182], [2.89000, 2.02994, 1.24165], [2.85790, 3.19368, -0.09710], [0.85839, 3.56084, 1.34561], [0.39816, 2.99798, -0.26074], [1.26753, 1.25410, 2.94968], [0.10903, 2.60172, 2.98312], [-0.74148, 0.84920, 4.31450], [-1.77484, 0.97339, 2.87570], [-0.38384, -1.28220, 4.87574], [-1.94983, -1.56649, 4.05733], [-0.53155, -2.53683, 3.61371], [0.68631, -3.06264, -6.01049], [0.62593, -2.03310, -5.14373], [1.74919, -1.31372, -5.31538], [-0.40084, -1.26002, -5.52822], [0.47863, -2.51449, -3.73028], [0.40574, -3.86338, -3.44955], [0.27129, -4.30047, -2.13834], [0.21425, -3.35328, -1.14048], [0.27719, -2.04468, -1.41020], [0.40197, -1.59623, -2.67214], [0.41857, 0.12786, -2.72378], [0.45199, -4.58086, -4.25857], [0.20468, -5.35095, -1.89456], [0.10784, -3.61375, -0.09717], [3.63750, -5.54206, 5.30448], [4.33186, -5.70421, 3.94503], [5.82264, -5.92819, 4.19599], [3.77217, -6.94425, 3.23406], [4.06571, -4.46501, 3.08493], [5.09498, -3.67685, 2.57482], [4.85567, -2.54860, 1.78223], [3.54517, -2.24210, 1.52172], [3.01980, -1.20386, 0.78549], [1.61838, -1.33965, 0.82507], [1.31564, -2.48017, 1.60771], [2.51018, -3.01223, 2.01809], [2.73534, -4.12065, 2.79682], [3.82940, -6.41466, 5.93505], [2.55552, -5.44185, 5.19715], [4.00566, -4.65457, 5.82521], [5.95617, -6.81571, 4.81947], [6.27799, -5.08256, 4.71817], [6.37201, -6.09193, 3.26523], [3.93852, -7.83900, 3.84088], [4.25984, -7.08989, 2.26701], [2.69829, -6.85534, 3.05713], [6.12241, -3.93531, 2.78998], [5.66932, -1.95124, 1.39211], [1.90138, -4.70550, 3.16668], [-2.18158, -3.26796, 1.33787], [-2.12754, -1.32553, 0.24418], [-3.82401, -0.33234, 1.25783], [-3.13624, -2.09049, -1.59335], [-1.49910, 1.52390, -0.82765], [-2.19357, 2.73177, -1.36247], [-3.15526, 2.31178, -2.61462], [-4.03033, 3.24679, -3.33367], [-5.19060, 2.36388, -3.78602], [-4.50534, 1.02067, -4.04392], [-3.51944, 0.90181, -2.88737], [-1.09925, 3.88682, -1.83987], [-0.09563, 3.45454, -2.84518], [0.31830, 4.74650, -3.54779], [-0.94274, 5.60331, -3.47378], [-1.45104, 5.30691, -2.06826], [-3.14489, 3.55262, -0.28832], [-4.48853, 2.99437, 0.02768], [-4.66986, 3.25115, 1.52530], [-3.72271, 4.41440, 1.81788], [-2.52406, 4.08457, 0.94034], [-3.51401, 3.67601, -4.20010], [-4.34564, 4.07242, -2.68987], [-5.70792, 2.76870, -4.65529], [-5.91601, 2.26487, -2.97395], [-3.96818, 1.05124, -4.99555], [-5.19412, 0.17816, -4.07538], [-2.63640, 0.31170, -3.12447], [-3.98986, 0.44717, -2.01364], [-0.54357, 2.74765, -3.55047], [0.74576, 2.94379, -2.37420], [0.66938, 4.56324, -4.56200], [1.12855, 5.23322, -2.99838], [-1.67326, 5.26858, -4.21479], [-0.75999, 6.66506, -3.63657], [-2.52001, 5.46978, -1.94095], [-0.93298, 5.93880, -1.33833], [-4.54287, 1.92931, -0.19648], [-5.24825, 3.51085, -0.56579], [-4.36048, 2.36799, 2.08480], [-5.70749, 3.46247, 1.78125], [-3.45638, 4.50123, 2.87158], [-4.16348, 5.36340, 1.50061], [-1.89885, 3.31797, 1.41892], [-1.89958, 4.95047, 0.71948]],
  "forces_ev_per_a": [[0.219, 1.200, -0.457], [-0.049, -0.015, -0.001], [-0.131, -0.027, -0.056], [0.072, -0.077, 0.008], [-0.152, -0.112, 0.037], [0.125, -0.038, 0.360], [0.060, 0.101, -0.210], [-0.046, -0.119, 0.038], [-0.023, -0.076, 0.082], [-0.002, 0.067, -0.124], [-0.008, -0.004, -0.003], [-0.009, 0.012, 0.008], [-0.010, -0.004, -0.004], [0.000, -0.037, 0.031], [-0.001, 0.027, -0.034], [0.045, 0.028, 0.053], [-0.020, 0.003, -0.044], [0.048, -0.052, -0.010], [-0.002, 0.073, 0.054], [-0.013, 0.029, 0.043], [-0.029, 0.003, -0.045], [0.000, -0.007, 0.019], [-0.019, -0.009, -0.006], [0.002, -0.021, -0.028], [0.010, 0.011, -0.028], [0.002, -0.023, 0.092], [0.023, 0.015, -0.035], [-0.043, 0.039, -0.043], [-0.013, 0.015, 0.003], [-0.003, -0.108, -0.062], [-0.003, 0.000, 0.054], [0.037, 0.070, -0.051], [0.055, -0.023, 0.111], [-0.029, -0.037, -0.018], [-0.005, -0.287, -0.061], [0.002, 0.038, 0.010], [0.004, 0.035, -0.021], [-0.004, -0.038, -0.011], [-0.040, 0.009, 0.049], [-0.009, 0.033, -0.017], [0.088, -0.010, 0.006], [-0.035, -0.046, -0.021], [-0.032, -0.042, 0.013], [0.021, 0.031, -0.017], [0.036, -0.067, 0.048], [-0.022, 0.181, -0.108], [0.032, 0.031, 0.056], [0.013, -0.332, 0.291], [0.132, 0.055, -0.067], [-0.146, -0.007, 0.030], [0.013, -0.045, -0.005], [0.001, 0.029, -0.032], [0.044, -0.003, -0.007], [0.000, -0.036, -0.023], [-0.011, 0.037, -0.026], [-0.036, -0.040, -0.013], [-0.042, 0.002, 0.039], [0.004, 0.045, -0.019], [-0.013, 0.013, 0.038], [0.043, -0.001, 0.011], [-0.029, 0.020, -0.014], [-0.018, -0.004, 0.006], [0.029, 0.037, -0.021], [0.012, 0.082, 0.041], [-0.282, -0.484, 0.021], [-0.061, 0.101, 0.076], [0.046, -0.033, 0.053], [0.171, -0.180, -0.052], [0.066, -0.090, -0.017], [-0.080, -0.118, -0.021], [0.061, -0.031, 0.033], [-0.009, -0.018, 0.006], [0.001, -0.001, -0.032], [-0.005, 0.155, 0.012], [0.014, 0.134, -0.088], [-0.071, 0.047, 0.019], [0.021, -0.013, 0.017], [-0.021, -0.003, -0.010], [-0.004, -0.146, 0.087], [-0.006, 0.009, 0.127], [0.085, 0.070, -0.021], [-0.018, 0.041, -0.009], [-0.020, 0.029, 0.000], [-0.043, -0.094, -0.046], [0.016, -0.003, 0.007], [-0.008, -0.035, -0.005], [0.012, -0.010, -0.008], [0.018, -0.016, -0.008], [-0.001, 0.017, 0.019], [-0.016, 0.011, 0.011], [-0.001, 0.030, -0.022], [-0.036, 0.038, -0.012], [-0.016, 0.022, -0.013], [0.017, -0.007, 0.034], [-0.022, 0.000, -0.009], [-0.012, -0.004, 0.014], [0.020, -0.020, 0.013], [0.017, -0.002, 0.010], [-0.006, -0.006, -0.023], [0.013, -0.010, 0.005], [-0.016, -0.010, 0.000], [0.024, 0.028, 0.012], [0.029, -0.023, 0.006], [0.013, 0.011, -0.005], [-0.006, -0.019, -0.015], [0.001, -0.031, -0.007], [-0.011, 0.019, -0.008], [0.000, 0.025, -0.039]]
}

2.
{
  "formula": "C34H53BClI2N5O3OsS",
  "method": "wB97M-V/def2-TZVPD",
  "multiplicity": 5,
  "charge": 2,
  "s2": 6.02,
  "elements": ["Os", "I", "C", "I", "H", "H", "C", "C", "C", "C", "H", "H", "H", "H", "H", "H", "H", "H", "H", "C", "C", "C", "C", "C", "C", "C", "C", "O", "B", "O", "C", "C", "H", "H", "H", "H", "H", "H", "H", "H", "H", "H", "H", "H", "C", "C", "C", "C", "C", "O", "C", "C", "C", "C", "C", "C", "Cl", "C", "C", "C", "N", "C", "N", "C", "N", "H", "H", "H", "H", "H", "H", "H", "H", "H", "H", "H", "H", "H", "H", "H", "H", "H", "H", "H", "H", "H", "H", "C", "N", "C", "S", "N", "C", "H", "H", "H", "H", "H", "H", "H", "H"],
  "coordinates": [[0.78747, -0.31030, 0.52804], [-1.51377, 0.31673, 2.38190], [-2.69596, 1.37517, 0.93983], [-1.67196, 1.81002, -0.85030], [-3.00412, 2.29769, 1.41534], [-3.54217, 0.73815, 0.71634], [-0.89536, -4.17032, -0.65534], [0.24366, -3.20554, -0.31399], [1.49290, -3.54305, -1.12153], [-0.23397, -1.77363, -0.57048], [-0.58352, -5.20087, -0.47914], [-1.17225, -4.08166, -1.70759], [-1.78083, -3.97587, -0.04896], [0.45826, -3.33688, 0.75299], [1.27380, -3.54133, -2.19114], [1.86901, -4.53494, -0.86258], [2.31090, -2.82642, -0.96765], [-1.22155, -1.60677, -0.10666], [-0.35258, -1.59290, -1.63462], [6.27951, -0.25467, -6.80765], [6.30688, -0.01270, -5.29891], [6.79490, 1.42125, -5.04475], [7.29066, -1.00627, -4.66574], [4.92880, -0.18561, -4.65893], [3.79030, -0.50419, -5.40449], [2.52372, -0.65996, -4.84228], [2.43783, -0.47607, -3.48471], [1.33335, -0.56287, -2.65102], [1.79228, -0.27269, -1.39052], [3.16199, -0.00712, -1.39986], [3.55312, -0.15802, -2.73424], [4.80618, -0.01024, -3.27173], [7.28706, -0.14276, -7.20818], [5.64020, 0.46292, -7.32511], [5.94148, -1.26304, -7.05205], [7.76626, 1.57398, -5.51688], [6.91590, 1.62297, -3.97821], [6.09849, 2.15333, -5.45850], [8.28121, -0.87624, -5.10373], [6.97663, -2.03641, -4.84104], [7.38775, -0.85818, -3.58903], [3.88215, -0.64385, -6.47111], [1.66292, -0.91306, -5.44484], [5.65854, 0.22007, -2.64703], [1.34675, -5.86606, 2.42521], [1.38871, -5.40650, 3.88170], [0.74482, -6.50608, 4.74640], [0.47602, -4.17332, 4.04477], [2.85254, -5.12984, 4.38139], [2.78980, -4.61812, 5.71067], [3.77212, -6.40419, 4.36234], [4.95492, -6.54539, 3.37315], [4.60892, -6.70243, 1.91046], [4.94109, -5.72260, 0.97772], [4.53989, -5.81548, -0.34798], [3.80844, -6.91948, -0.75227], [3.24591, -7.01352, -2.39022], [3.53431, -7.95166, 0.13299], [3.94124, -7.83634, 1.45240], [3.62473, -4.04392, 3.62459], [2.91945, -2.80570, 3.30577], [2.51040, -2.46019, 2.10109], [1.85047, -1.30354, 2.17708], [1.91986, -0.98583, 3.51302], [2.56183, -1.87416, 4.21479], [0.30555, -5.95560, 2.10657], [1.81597, -6.83618, 2.28578], [1.84119, -5.16960, 1.74063], [-0.24133, -6.73606, 4.34130], [0.58387, -6.17714, 5.77570], [1.30223, -7.43996, 4.76724], [-0.56148, -4.50968, 4.07030], [0.54727, -3.47834, 3.20441], [0.68146, -3.63546, 4.96848], [2.38737, -5.27843, 6.28606], [3.15759, -7.29779, 4.27506], [4.21431, -6.44039, 5.35918], [5.50426, -7.43084, 3.70035], [5.65907, -5.71877, 3.49106], [5.54926, -4.87646, 1.28187], [4.80650, -5.05200, -1.06696], [3.00469, -8.82948, -0.21080], [3.71665, -8.64195, 2.14273], [3.93614, -4.42338, 2.65876], [4.50596, -3.77404, 4.20348], [2.69075, -3.04713, 1.21445], [1.51467, -0.08135, 3.93737], [2.32084, 5.63962, 0.03928], [1.91552, 4.32172, 0.54078], [2.21996, 3.11170, 0.09595], [1.70335, 1.82774, 1.19383], [2.87383, 2.83285, -1.00538], [3.36636, 3.71867, -2.06748], [1.74229, 6.37871, 0.58515], [2.09329, 5.74890, -1.01633], [3.37806, 5.82134, 0.22351], [1.39510, 4.32095, 1.40405], [3.09690, 1.84944, -1.11401], [4.00256, 4.50657, -1.67607], [2.54038, 4.14384, -2.63442], [3.95916, 3.10163, -2.73771]],
  "forces_ev_per_a": [[0.425, 0.243, -0.285], [-0.081, -0.020, -0.053], [-0.007, -0.016, 0.087], [-0.046, -0.026, -0.070], [0.008, 0.007, -0.005], [-0.001, 0.004, -0.012], [0.005, -0.037, -0.026], [0.049, -0.018, 0.028], [0.080, 0.013, -0.002], [-0.142, -0.029, -0.050], [0.014, 0.006, 0.007], [-0.004, 0.017, 0.003], [0.002, 0.001, -0.001], [-0.044, 0.014, 0.012], [-0.015, 0.000, 0.002], [-0.011, -0.007, -0.022], [-0.026, -0.028, 0.036], [0.045, -0.030, 0.052], [-0.040, 0.002, -0.022], [-0.010, -0.004, -0.019], [-0.011, 0.008, -0.017], [0.033, 0.000, 0.035], [0.028, -0.007, 0.008], [0.025, 0.005, 0.066], [0.008, -0.013, -0.036], [0.014, 0.008, 0.054], [0.137, 0.029, -0.043], [-0.109, 0.184, 0.072], [-0.105, -0.083, 0.138], [-0.053, -0.058, 0.072], [-0.038, -0.025, -0.019], [-0.057, -0.015, -0.099], [0.000, 0.009, 0.008], [-0.005, -0.001, 0.004], [0.007, -0.003, 0.004], [-0.006, -0.003, -0.005], [-0.011, 0.007, -0.005], [-0.003, -0.010, -0.012], [-0.007, -0.001, -0.006], [-0.016, 0.002, -0.003], [-0.005, 0.002, 0.001], [0.008, 0.001, -0.001], [-0.008, 0.003, 0.004], [-0.002, 0.019, 0.008], [0.001, 0.006, -0.024], [-0.026, -0.004, 0.039], [-0.010, 0.008, 0.036], [-0.049, -0.015, -0.052], [0.021, -0.001, 0.033], [0.020, -0.023, -0.001], [-0.019, 0.012, 0.001], [0.053, 0.069, 0.026], [-0.027, -0.015, 0.003], [0.019, -0.016, 0.021], [-0.005, -0.031, 0.007], [0.005, 0.003, -0.010], [0.002, -0.010, -0.011], [0.006, 0.033, -0.010], [-0.021, 0.032, 0.023], [0.002, 0.007, -0.110], [-0.021, 0.071, 0.011], [0.013, -0.032, -0.025], [-0.125, -0.018, 0.146], [0.073, 0.016, -0.035], [0.034, -0.016, -0.010], [0.002, 0.002, -0.001], [-0.001, -0.033, 0.014], [0.025, 0.011, 0.003], [0.000, 0.006, 0.001], [0.013, 0.008, -0.007], [0.023, -0.002, -0.013], [-0.006, 0.006, 0.000], [-0.007, -0.016, 0.021], [-0.006, -0.027, 0.009], [0.025, 0.003, 0.013], [-0.017, 0.001, -0.060], [-0.013, -0.019, 0.006], [-0.018, -0.021, -0.016], [-0.017, 0.007, 0.002], [-0.016, 0.012, 0.013], [-0.003, 0.000, 0.002], [0.000, -0.002, 0.004], [0.004, -0.001, 0.002], [0.028, -0.013, -0.011], [-0.023, -0.026, 0.060], [-0.008, 0.027, -0.001], [-0.011, -0.007, -0.006], [-0.008, 0.003, -0.002], [-0.023, 0.006, -0.114], [-0.299, 0.081, 0.200], [0.238, -0.084, 0.006], [0.150, -0.131, -0.103], [-0.014, -0.025, -0.019], [0.016, 0.003, 0.010], [0.007, 0.011, 0.030], [-0.002, -0.003, -0.016], [-0.017, -0.013, -0.005], [0.010, 0.011, 0.024], [-0.001, -0.013, 0.001], [0.008, 0.015, 0.015], [-0.009, -0.003, -0.006]]
}

Number 1: maximum force 1.30 eV/Å, electronic energy -203096.82861 eV. Number 2: maximum force 0.57 eV/Å, electronic energy -92400.85676 eV.